# 1
{
  "formula": "C8H9N3",
  "method": "wB97M-V/def2-TZVPD",
  "charge": 0,
  "relative_energy_kcal_mol": 104.6,
  "homo_lumo_gap_ev": 8.14,
  "symbols": ["C", "C", "C", "C", "C", "N", "N", "C", "C", "C", "N", "H", "H", "H", "H", "H", "H", "H", "H", "H"],
  "xyz": [[-2.992, -0.897, -0.002], [-1.526, -0.467, -0.190], [-1.075, 0.925, -0.238], [0.306, 1.153, -0.062], [0.747, 2.552, 0.239], [1.258, 0.154, 0.126], [2.543, 0.054, -0.352], [2.863, -1.135, -0.157], [1.742, -2.053, 0.092], [0.714, -1.140, 0.214], [-0.600, -1.426, 0.046], [-3.106, -1.871, -0.803], [-3.415, -1.303, 0.991], [-3.864, -0.181, -0.193], [-1.665, 1.695, -0.772], [1.191, 2.944, -0.852], [-0.199, 3.004, 0.849], [1.700, 2.451, 0.780], [3.999, -1.242, -0.092], [1.376, -3.218, 0.377]],
  "forces_ev_per_angstrom": [[-2.089, -2.555, -2.157], [1.715, -0.474, 2.448], [1.602, -1.683, -1.100], [-1.089, 0.673, 0.360], [0.186, 0.469, -2.115], [-3.332, -1.244, -1.829], [-1.230, 5.374, 1.711], [2.771, -5.595, 0.782], [-0.595, -1.463, 1.622], [-0.126, -0.178, -1.577], [-2.423, 1.312, 0.526], [-0.001, 2.708, 2.261], [1.885, 0.367, -1.071], [1.794, -0.412, -0.542], [0.208, -0.183, 1.298], [-1.770, 0.006, 2.843], [2.902, -0.177, -1.927], [-0.674, 0.443, 0.400], [-1.798, -0.794, -0.730], [2.064, 3.405, -1.204]]
}


# 2
{
  "formula": "C15H25BrClNO10",
  "method": "wB97M-V/def2-TZVPD",
  "charge": 0,
  "relative_energy_kcal_mol": 7.9,
  "homo_lumo_gap_ev": 10.29,
  "symbols": ["N", "C", "O", "C", "O", "Br", "O", "C", "O", "Cl", "H", "C", "C", "O", "C", "C", "O", "H", "H", "H", "H", "H", "H", "H", "H", "C", "C", "O", "C", "C", "O", "H", "H", "H", "H", "H", "H", "H", "H", "C", "C", "O", "C", "C", "O", "H", "H", "H", "H", "H", "H", "H", "H"],
  "xyz": [[6.113, 5.309, -0.332], [5.333, 4.500, -0.594], [4.464, 3.804, -1.263], [4.146, 2.539, -0.646], [4.903, 1.573, -1.188], [4.332, 2.540, 1.287], [2.818, 2.247, -0.997], [1.995, 3.333, -1.131], [1.567, 3.670, -2.177], [1.522, 4.196, 0.310], [5.296, 1.929, -1.987], [5.164, -2.010, -1.214], [5.822, -1.990, 0.150], [4.929, -1.524, 1.160], [4.065, -2.321, 1.815], [3.792, -3.707, 1.277], [3.481, -1.892, 2.767], [4.322, -2.703, -1.243], [5.881, -2.308, -1.980], [4.777, -1.022, -1.458], [6.244, -2.960, 0.420], [6.648, -1.281, 0.146], [2.943, -3.659, 0.596], [3.537, -4.351, 2.115], [4.640, -4.162, 0.770], [-3.201, 2.316, 2.076], [-2.499, 1.973, 0.778], [-1.081, 2.139, 0.891], [-0.263, 1.177, 1.345], [-0.854, -0.029, 2.035], [0.924, 1.328, 1.255], [-2.902, 1.648, 2.884], [-4.283, 2.246, 1.953], [-2.949, 3.330, 2.388], [-2.748, 0.977, 0.419], [-2.812, 2.667, 0.000], [-0.910, 0.169, 3.105], [-0.192, -0.873, 1.866], [-1.837, -0.311, 1.664], [-7.325, -1.526, -0.334], [-6.814, -0.437, -1.254], [-5.429, -0.160, -1.030], [-4.433, -0.841, -1.624], [-4.741, -2.139, -2.332], [-3.310, -0.435, -1.516], [-6.818, -2.474, -0.514], [-8.395, -1.675, -0.477], [-7.145, -1.255, 0.706], [-7.000, -0.661, -2.306], [-7.332, 0.496, -1.040], [-4.630, -2.960, -1.625], [-4.022, -2.265, -3.136], [-5.732, -2.175, -2.779]],
  "forces_ev_per_angstrom": [[-0.195, -0.468, 0.449], [0.694, 1.415, -0.958], [-0.173, -0.587, 0.966], [-1.176, -0.680, 0.157], [0.650, -0.345, 0.340], [0.224, -0.025, -0.228], [0.264, 0.883, 0.127], [-0.784, 0.456, -0.140], [0.002, -0.289, -0.205], [0.419, -0.202, -0.078], [0.127, -0.025, -0.442], [-0.148, -0.043, -0.023], [0.002, -0.069, -0.262], [0.214, 0.266, 0.214], [-0.195, -0.215, -0.268], [0.353, -0.251, 0.175], [-0.034, 0.132, 0.191], [0.058, -0.064, -0.011], [0.014, -0.003, 0.013], [0.052, 0.043, 0.022], [-0.058, -0.026, 0.014], [-0.053, 0.075, 0.111], [0.006, 0.013, -0.030], [-0.166, 0.095, 0.026], [-0.074, 0.072, -0.149], [0.127, -0.001, 0.128], [-0.303, -0.035, 0.170], [0.089, 0.224, -0.300], [-0.166, -0.257, 0.349], [-0.128, -0.294, -0.358], [0.152, 0.008, -0.127], [-0.054, -0.060, -0.028], [-0.001, -0.001, -0.026], [-0.040, 0.028, -0.053], [0.041, 0.001, -0.008], [0.153, 0.028, -0.053], [-0.003, 0.010, 0.009], [0.153, 0.089, 0.134], [-0.052, 0.115, 0.113], [0.124, -0.105, 0.032], [-0.227, -0.162, 0.066], [0.010, 0.367, 0.034], [-0.088, -0.400, -0.010], [-0.141, 0.167, -0.429], [0.183, 0.131, 0.096], [-0.049, -0.015, -0.066], [-0.006, 0.018, -0.003], [-0.047, 0.062, -0.003], [0.055, -0.049, 0.000], [0.122, 0.075, 0.017], [-0.019, -0.003, 0.020], [0.144, -0.029, 0.130], [-0.049, -0.073, 0.158]]
}


# 3
{
  "formula": "C10H16Cl3F5O2TeW",
  "method": "wB97M-V/def2-TZVPD",
  "charge": -2,
  "relative_energy_kcal_mol": 0.0,
  "homo_lumo_gap_ev": [6.22, 6.63],
  "multiplicity": 3,
  "s_squared": 2.012,
  "symbols": ["C", "C", "C", "C", "C", "C", "C", "C", "C", "C", "W", "Cl", "Cl", "Cl", "H", "H", "H", "H", "H", "H", "H", "H", "H", "H", "H", "H", "H", "H", "H", "O", "H", "F", "Te", "F", "F", "F", "F", "O"],
  "xyz": [[0.315, 0.831, -2.173], [1.386, 1.329, -1.354], [0.823, 2.055, -0.299], [2.824, 1.195, -1.687], [-0.607, 2.003, -0.395], [-0.944, 1.271, -1.587], [-2.231, 0.615, -1.861], [0.432, 0.080, -3.466], [1.557, 2.900, 0.687], [-1.581, 2.694, 0.511], [-0.117, -0.266, -0.235], [3.052, 0.036, 1.852], [1.422, -1.992, -1.092], [-1.014, -0.080, 1.942], [3.037, 0.221, -2.113], [3.437, 1.324, -0.800], [3.171, 1.954, -2.442], [2.521, 2.469, 0.914], [1.021, 2.948, 1.624], [1.703, 3.966, 0.342], [-1.177, 2.766, 1.529], [-2.514, 2.128, 0.554], [-1.783, 3.692, 0.153], [-3.062, 1.103, -1.354], [-2.233, -0.335, -1.465], [-2.392, 0.510, -2.929], [1.419, -0.380, -3.571], [0.284, 0.782, -4.335], [-0.314, -0.702, -3.549], [-1.407, -1.576, -0.664], [-1.032, -2.158, -1.331], [0.356, -5.547, 4.837], [-0.945, -4.393, 4.032], [-2.029, -5.991, 4.037], [-0.133, -4.987, 2.390], [-1.472, -4.065, 5.838], [0.412, -3.074, 4.208], [-2.187, -3.328, 3.251]],
  "forces_ev_per_angstrom": [[-0.964, 0.385, 0.233], [-0.474, 0.124, -0.570], [-0.071, 0.738, 0.335], [0.734, 0.630, -0.400], [0.042, -0.232, -0.662], [1.532, 0.005, 0.399], [-1.624, 2.455, -1.551], [0.224, 0.733, -0.698], [0.178, 0.776, -0.182], [0.280, -0.556, 0.334], [3.565, 0.259, 1.857], [-0.016, 0.244, -0.292], [-0.478, 0.665, 0.152], [0.088, 0.020, -0.672], [0.026, -0.246, 0.073], [0.021, -0.196, 0.161], [-0.557, -0.449, 0.540], [0.302, -0.207, 0.110], [-0.142, -0.049, 0.296], [-0.251, -0.965, 0.024], [-0.195, -0.100, -0.288], [0.060, 0.149, 0.109], [-0.098, 0.447, -0.222], [-0.147, 0.426, -0.377], [-0.504, -1.807, 0.316], [-0.388, 0.292, -0.326], [-0.219, 0.037, 0.086], [0.121, -0.539, 0.718], [-0.122, -0.177, -0.008], [-0.783, -2.091, 0.296], [0.012, -0.574, 0.078], [-0.622, 0.449, -0.285], [-0.444, 0.703, -1.202], [0.510, 0.451, 0.130], [-0.301, 0.082, 0.895], [0.216, -0.246, -0.289], [-0.433, -0.646, 0.094], [0.922, -0.989, 0.790]]
}


# 4
{
  "formula": "C22H15NO6",
  "method": "wB97M-V/def2-TZVPD",
  "charge": 0,
  "homo_lumo_gap_ev": 7.96,
  "symbols": ["C", "C", "C", "C", "C", "C", "C", "O", "C", "C", "C", "C", "C", "C", "C", "O", "C", "O", "C", "N", "C", "O", "C", "C", "C", "C", "O", "O", "C", "H", "H", "H", "H", "H", "H", "H", "H", "H", "H", "H", "H", "H", "H", "H"],
  "xyz": [[4.455, 0.712, -0.879], [3.476, 1.758, -0.446], [3.861, 3.054, -0.157], [2.937, 4.013, 0.249], [1.608, 3.682, 0.367], [1.180, 2.383, 0.082], [-0.246, 2.025, 0.203], [-1.095, 2.838, 0.527], [-0.530, 0.615, -0.074], [-1.910, 0.125, 0.092], [-2.169, -1.037, 0.813], [-3.463, -1.507, 1.011], [-4.486, -0.773, 0.463], [-4.236, 0.399, -0.255], [-2.964, 0.871, -0.454], [-5.423, 0.923, -0.690], [-6.430, 0.063, -0.203], [-5.834, -1.006, 0.500], [0.477, -0.216, -0.459], [0.252, -1.532, -0.826], [1.146, -2.583, -0.871], [0.917, -3.557, -1.553], [2.321, -2.483, 0.000], [3.514, -3.160, -0.081], [4.271, -2.755, 1.037], [3.482, -1.877, 1.723], [2.309, -1.707, 1.108], [1.757, 0.155, -0.619], [2.118, 1.433, -0.319], [4.593, -0.026, -0.088], [4.084, 0.185, -1.756], [5.418, 1.158, -1.109], [4.903, 3.324, -0.250], [3.270, 5.016, 0.468], [0.863, 4.399, 0.675], [-1.347, -1.578, 1.257], [-3.658, -2.405, 1.574], [-2.785, 1.781, -0.998], [-7.017, -0.333, -1.047], [-7.099, 0.621, 0.472], [-0.663, -1.732, -1.214], [3.795, -3.848, -0.851], [5.259, -3.073, 1.298], [3.641, -1.334, 2.634]],
  "forces_ev_per_angstrom": [[-0.058, -0.035, 0.020], [-0.117, -0.203, -0.039], [-0.160, -0.156, -0.018], [-0.094, 0.092, 0.048], [0.036, -0.109, -0.034], [0.252, -0.057, -0.069], [0.190, -0.214, -0.109], [0.042, -0.010, 0.002], [0.255, -0.074, 0.020], [-0.066, -0.247, 0.134], [0.047, 0.221, -0.021], [-0.453, 0.012, -0.076], [0.275, 0.443, -0.238], [0.100, -0.539, 0.294], [-0.385, -0.086, -0.068], [0.427, 0.182, -0.088], [-1.252, 0.170, -0.166], [0.383, -0.274, 0.185], [-0.400, 0.373, 0.046], [-0.046, 0.247, -0.186], [-0.174, 0.113, 0.060], [0.157, 0.005, 0.042], [0.973, -0.882, -0.242], [-0.847, 0.387, -0.140], [-0.215, 0.371, 0.367], [0.776, -0.363, 0.053], [-0.492, 0.084, 0.041], [-0.142, -0.128, -0.234], [0.007, 0.882, 0.270], [0.048, -0.113, -0.013], [0.070, -0.081, -0.062], [0.065, 0.010, -0.024], [0.116, -0.010, -0.031], [0.019, 0.097, 0.022], [-0.071, 0.052, 0.025], [0.078, -0.033, 0.040], [-0.028, -0.126, 0.082], [0.025, 0.125, -0.053], [0.211, 0.063, 0.170], [0.229, -0.115, -0.108], [0.123, -0.003, 0.066], [-0.016, -0.160, -0.190], [0.199, -0.022, 0.117], [-0.088, 0.111, 0.103]]
}